1.
{
  "formula": "C20H29N2O5P2PtS4",
  "method": "ωB97M-V with the def2-TZVPD basis set",
  "de_lowest_kj_mol": 111.7,
  "total_energy_ha": -3660.21232,
  "total_charge": -1,
  "homo_ev": -4.427,
  "species": ["Pt", "C", "P", "C", "C", "C", "C", "C", "C", "C", "P", "C", "C", "H", "H", "H", "H", "H", "H", "H", "H", "H", "H", "H", "H", "H", "H", "H", "H", "O", "C", "O", "C", "C", "C", "C", "S", "C", "C", "H", "H", "H", "H", "H", "O", "S", "O", "O", "S", "C", "N", "C", "S", "N", "C", "H", "H", "H", "H", "H", "H", "H", "H"],
  "xyz": [[-0.21, -0.10, -1.05], [5.77, 0.70, -0.35], [3.98, 1.23, -0.46], [4.21, 2.99, 0.00], [3.44, 0.49, 1.16], [4.04, 0.92, 2.34], [3.71, 0.38, 3.58], [2.78, -0.64, 3.64], [2.18, -1.09, 2.48], [2.48, -0.54, 1.23], [1.54, -1.15, -0.23], [2.80, -1.78, -1.39], [0.83, -2.73, 0.37], [6.25, 1.01, 0.58], [6.31, 1.15, -1.19], [5.84, -0.38, -0.44], [4.92, 3.15, 0.82], [3.25, 3.43, 0.22], [4.59, 3.50, -0.89], [4.78, 1.70, 2.30], [4.19, 0.74, 4.48], [2.51, -1.08, 4.60], [1.45, -1.88, 2.56], [3.60, -2.30, -0.84], [3.20, -0.96, -1.98], [2.31, -2.48, -2.06], [1.60, -3.41, 0.75], [0.34, -3.19, -0.49], [0.08, -2.56, 1.13], [-6.15, -5.10, 0.43], [-6.36, -4.35, -0.68], [-7.40, -4.49, -1.27], [-5.32, -3.36, -1.04], [-5.39, -2.75, -2.29], [-4.44, -1.83, -2.68], [-3.37, -1.46, -1.83], [-2.24, -0.29, -2.46], [-3.32, -2.07, -0.57], [-4.27, -3.00, -0.19], [-5.26, -4.93, 0.76], [-6.20, -3.02, -2.95], [-4.50, -1.38, -3.66], [-2.53, -1.80, 0.11], [-4.19, -3.40, 0.82], [1.40, 3.38, -3.24], [0.70, 2.56, -2.27], [-0.74, 2.80, -2.18], [1.32, 2.56, -0.94], [0.85, 0.58, -2.99], [-0.09, 2.98, 1.93], [-1.37, 2.88, 1.22], [-1.85, 1.74, 0.73], [-1.12, 0.22, 1.18], [-2.89, 1.79, -0.08], [-3.41, 3.02, -0.65], [-0.02, 3.98, 2.35], [0.73, 2.79, 1.24], [-0.07, 2.25, 2.74], [-1.63, 3.70, 0.69], [-3.03, 0.95, -0.64], [-2.62, 3.55, -1.19], [-3.84, 3.65, 0.12], [-4.18, 2.75, -1.37]],
  "mulliken_charge": [1.250, -1.358, 0.588, -1.213, 0.518, -0.313, -0.952, -0.845, -0.389, 0.168, 0.848, -1.235, -1.716, 0.343, 0.419, 0.325, 0.401, 0.236, 0.425, 0.198, 0.388, 0.390, 0.278, 0.395, 0.364, 0.463, 0.451, 0.401, 0.411, -0.487, 0.578, -0.589, 0.978, -0.729, -0.719, 0.581, -0.538, -0.423, -0.907, 0.287, 0.404, 0.410, 0.199, 0.153, -0.693, 0.821, -0.573, -0.433, -0.533, -0.950, -0.125, 0.243, -0.442, 0.007, -1.150, 0.332, 0.317, 0.331, 0.312, 0.049, 0.383, 0.352, 0.313]
}



2.
{
  "formula": "C17H24B2Cl3NO",
  "method": "ωB97M-V with the def2-TZVPD basis set",
  "de_lowest_kj_mol": 69.4,
  "total_energy_ha": -2222.50849,
  "total_charge": 0,
  "homo_ev": -8.153,
  "species": ["Cl", "B", "Cl", "Cl", "O", "C", "C", "C", "C", "C", "C", "C", "H", "H", "H", "H", "H", "H", "C", "C", "N", "C", "C", "C", "C", "C", "C", "C", "C", "B", "H", "H", "H", "H", "H", "H", "H", "H", "H", "H", "H", "H", "H", "H", "H", "H", "H", "H"],
  "xyz": [[2.60, 3.82, 2.53], [2.17, 5.40, 1.59], [0.34, 5.17, 1.00], [2.14, 6.87, 2.87], [3.00, 5.72, 0.52], [2.55, 6.56, -0.53], [2.40, 5.79, -1.83], [1.53, 6.21, -2.85], [1.68, 5.65, -4.13], [2.68, 4.69, -4.39], [3.56, 4.29, -3.37], [3.38, 4.80, -2.09], [1.62, 7.07, -0.23], [0.77, 6.98, -2.62], [1.00, 5.96, -4.93], [2.79, 4.25, -5.38], [4.37, 3.57, -3.57], [4.03, 4.48, -1.27], [8.06, 5.75, 1.20], [6.87, 5.74, 2.14], [6.67, 7.01, 2.93], [5.54, 6.82, 3.90], [5.20, 8.06, 4.70], [7.88, 7.60, 3.52], [8.70, 7.02, 4.49], [9.71, 7.82, 5.06], [9.99, 9.09, 4.56], [9.24, 9.60, 3.50], [8.15, 8.88, 3.06], [6.52, 8.38, 1.98], [3.28, 7.33, -0.80], [8.17, 4.74, 0.80], [7.92, 6.42, 0.36], [9.00, 6.01, 1.70], [5.93, 5.58, 1.60], [6.96, 4.93, 2.87], [4.67, 6.47, 3.34], [5.86, 6.01, 4.56], [4.42, 7.80, 5.42], [6.05, 8.47, 5.25], [4.79, 8.84, 4.05], [8.59, 5.98, 4.83], [10.31, 7.46, 5.90], [10.76, 9.73, 4.97], [9.41, 10.54, 2.98], [7.45, 9.43, 2.30], [5.55, 9.00, 2.30], [6.72, 8.10, 0.85]],
  "mulliken_charge": [-0.366, 0.539, -0.378, -0.399, -0.304, -1.147, 0.789, -0.524, -0.470, -0.376, -0.561, -0.236, 0.521, 0.336, 0.347, 0.347, 0.352, 0.325, -1.277, -0.116, 0.188, 0.488, -1.287, -0.581, -0.373, -0.763, -0.488, -0.976, 0.641, 0.532, 0.296, 0.448, 0.332, 0.300, 0.200, 0.413, -0.495, 0.398, 0.427, 0.341, 0.372, 0.436, 0.406, 0.437, 0.436, 0.641, -0.071, -0.100]
}



3.
{
  "formula": "C4H6O2",
  "method": "ωB97M-V with the def2-TZVPD basis set",
  "de_lowest_kj_mol": 164.5,
  "total_energy_ha": -306.44364,
  "total_charge": 0,
  "smiles": "O=CC1(O)CC1",
  "homo_ev": -9.897,
  "species": ["O", "C", "C", "C", "C", "O", "H", "H", "H", "H", "H", "H"],
  "xyz": [[0.84, 0.87, -1.22], [0.10, 0.10, -0.31], [-0.58, 0.83, 0.81], [0.57, -0.09, 1.10], [-0.63, -0.98, -1.04], [-0.74, -2.14, -0.70], [1.58, 0.31, -1.50], [-1.59, 0.52, 1.07], [-0.39, 1.90, 0.88], [0.36, -1.06, 1.55], [1.52, 0.37, 1.37], [-1.04, -0.61, -2.00]],
  "mulliken_charge": [-0.546, 0.802, -0.697, -0.661, -0.151, -0.478, 0.372, 0.248, 0.271, 0.244, 0.248, 0.348]
}



4.
{
  "formula": "C4H38NO15S",
  "method": "ωB97M-V with the def2-TZVPD basis set",
  "de_lowest_kj_mol": 447.4,
  "total_energy_ha": -1756.65663,
  "total_charge": -1,
  "homo_ev": -5.779,
  "species": ["C", "O", "C", "C", "C", "S", "N", "H", "H", "H", "H", "H", "H", "H", "H", "H", "H", "H", "H", "O", "H", "H", "O", "H", "H", "O", "H", "H", "O", "H", "H", "O", "H", "H", "O", "H", "H", "O", "H", "H", "O", "H", "H", "O", "H", "H", "O", "H", "H", "O", "H", "H", "O", "H", "H", "O", "H", "H", "O"],
  "xyz": [[-0.25, 0.01, 0.50], [1.06, -0.36, 0.12], [-1.02, 0.58, -0.67], [-2.35, -0.24, -0.81], [-3.04, 0.16, -2.21], [-2.72, -1.22, -3.53], [-1.01, 2.11, -0.69], [-0.64, -0.87, 1.02], [-0.18, 0.82, 1.32], [-0.41, 0.36, -1.62], [-2.32, -1.29, -0.41], [-3.10, 0.27, -0.11], [-2.83, 1.22, -2.56], [-4.16, 0.01, -2.22], [-1.36, -1.35, -3.62], [-1.85, 2.73, -0.51], [-0.45, 2.37, 0.11], [0.70, 0.08, 4.26], [-0.47, -0.86, 4.34], [-0.20, -0.02, 4.64], [4.43, 2.36, 1.41], [3.47, 2.07, 0.29], [4.38, 2.27, 0.56], [2.96, 1.02, -4.21], [2.30, 1.25, -2.80], [2.16, 0.91, -3.79], [1.74, -1.02, 2.69], [2.36, -2.35, 3.45], [1.66, -1.73, 3.40], [0.92, -1.51, -4.83], [1.08, 0.11, -4.50], [0.49, -0.56, -4.89], [2.04, 0.51, -0.35], [3.45, 0.78, -0.90], [2.58, 1.00, -1.05], [-1.12, 2.62, 2.75], [0.27, 2.72, 2.30], [-0.61, 2.77, 2.04], [-2.33, -1.87, 3.47], [-2.34, -0.42, 3.42], [-2.88, -1.12, 3.28], [-0.09, -3.61, -0.32], [0.95, -2.59, -0.40], [0.87, -3.50, -0.51], [-1.30, 2.88, -2.29], [-0.47, 2.35, -3.45], [-1.37, 2.62, -3.24], [1.93, -3.63, -1.87], [2.64, -2.72, -3.11], [2.13, -3.56, -2.86], [-0.83, -3.17, 3.89], [0.15, -2.09, 2.94], [-0.78, -2.56, 3.20], [-3.24, 1.06, 1.41], [-4.68, 1.56, 1.07], [-3.86, 1.89, 1.41], [1.89, 0.13, 1.11], [3.31, 0.27, 1.82], [2.34, 0.35, 2.16]],
  "mulliken_charge": [-0.301, -0.359, 1.531, -0.161, -0.671, -0.257, -0.475, -0.056, -0.099, -0.565, 0.273, -0.219, 0.302, 0.409, 0.095, 0.457, 0.000, 0.338, 0.357, -0.680, 0.263, 0.395, -0.618, 0.199, 0.325, -0.611, 0.383, 0.177, -0.679, 0.290, 0.400, -0.647, 0.392, 0.276, -0.880, 0.244, 0.251, -0.570, 0.377, 0.287, -0.667, 0.303, 0.351, -0.777, 0.413, 0.282, -0.758, 0.335, 0.287, -0.664, 0.241, 0.355, -0.724, 0.329, 0.295, -0.613, 0.470, 0.291, -0.916]
}



5.
{
  "formula": "C2H3EuO3",
  "method": "ωB97M-V with the def2-TZVPD basis set",
  "de_lowest_kj_mol": 0.0,
  "multiplicity": 8,
  "total_energy_ha": -1013.81771,
  "total_charge": 1,
  "homo_ev": [-12.756, -14.318],
  "species": ["C", "O", "H", "H", "O", "C", "O", "Eu", "H"],
  "xyz": [[-2.21, -0.32, -1.40], [-1.48, -0.07, -0.32], [-3.26, -0.02, -1.39], [-1.70, -0.46, -2.37], [2.55, -1.02, 1.40], [3.23, 0.02, 1.15], [2.66, 1.08, 0.77], [0.56, 0.01, 0.66], [4.31, 0.02, 1.37]],
  "mulliken_spin": [0.023, -0.010, 0.002, 0.003, -0.010, -0.002, -0.010, 7.005, -0.001]
}



6.
{
  "formula": "C2H4Br3ClSi",
  "method": "ωB97M-V with the def2-TZVPD basis set",
  "de_lowest_kj_mol": 260.1,
  "total_energy_ha": -8550.37147,
  "total_charge": 0,
  "homo_ev": [-8.579, -8.863],
  "species": ["C", "C", "Si", "Cl", "Br", "Br", "Br", "H", "H", "H", "H"],
  "xyz": [[-0.92, 0.19, 0.69], [-1.46, -0.29, -0.58], [2.01, 0.04, 0.20], [-3.31, 0.12, -0.35], [2.99, 2.05, 0.04], [3.11, -1.24, 1.59], [2.08, -0.96, -1.74], [-1.08, -0.22, 1.74], [-0.98, 1.23, 0.70], [-1.16, 0.35, -1.43], [-1.28, -1.28, -0.85]],
  "mulliken_charge": [-0.823, -0.310, 0.562, -0.234, -0.202, -0.188, -0.187, 0.326, 0.419, 0.262, 0.374]
}



7.
{
  "formula": "C20H38N4O22S2",
  "method": "ωB97M-V with the def2-TZVPD basis set",
  "de_lowest_kj_mol": 42.3,
  "total_energy_ha": -3455.11487,
  "total_charge": 0,
  "homo_ev": -9.816,
  "species": ["C", "N", "O", "O", "H", "H", "H", "C", "N", "O", "O", "H", "H", "H", "C", "N", "O", "O", "H", "H", "H", "C", "N", "O", "O", "H", "H", "H", "O", "C", "O", "C", "C", "C", "H", "H", "H", "H", "H", "H", "O", "C", "O", "C", "C", "C", "H", "H", "H", "H", "H", "H", "O", "C", "O", "C", "C", "C", "H", "H", "H", "H", "H", "H", "C", "C", "O", "S", "O", "O", "O", "H", "H", "H", "H", "C", "C", "O", "S", "O", "O", "O", "H", "H", "H", "H"],
  "xyz": [[10.75, -12.32, -7.38], [12.04, -11.91, -7.97], [12.15, -11.92, -9.19], [12.90, -11.45, -7.24], [10.52, -11.57, -6.62], [10.89, -13.31, -6.96], [10.05, -12.29, -8.20], [11.10, -9.80, -11.93], [10.67, -8.57, -11.18], [11.46, -7.66, -11.13], [9.55, -8.51, -10.77], [11.40, -9.42, -12.90], [10.36, -10.58, -12.02], [11.94, -10.19, -11.35], [14.54, -11.40, -15.13], [13.23, -10.68, -14.83], [13.37, -9.51, -14.56], [12.24, -11.36, -14.71], [15.29, -11.08, -14.42], [14.80, -11.27, -16.17], [14.28, -12.43, -14.88], [14.46, -9.61, -10.11], [14.71, -10.11, -11.50], [14.29, -11.19, -11.86], [15.39, -9.37, -12.17], [15.31, -9.91, -9.50], [13.58, -10.08, -9.67], [14.29, -8.56, -10.30], [14.55, -6.75, -5.42], [13.72, -6.64, -6.27], [13.46, -7.66, -7.11], [12.40, -7.35, -8.05], [11.77, -6.10, -7.47], [12.85, -5.43, -6.65], [11.75, -8.22, -8.02], [12.78, -7.12, -9.05], [10.88, -6.34, -6.87], [11.28, -5.44, -8.18], [12.70, -4.82, -5.76], [13.41, -4.79, -7.34], [17.04, -7.79, -14.93], [17.42, -8.93, -14.98], [17.13, -9.81, -15.94], [17.83, -11.06, -15.79], [18.18, -11.05, -14.33], [18.28, -9.59, -13.89], [18.70, -10.91, -16.43], [17.29, -11.99, -15.99], [19.10, -11.61, -14.09], [17.48, -11.64, -13.73], [19.33, -9.28, -13.98], [18.04, -9.26, -12.88], [17.13, -14.59, -13.94], [16.43, -14.86, -13.00], [17.02, -15.53, -11.98], [16.07, -15.94, -10.98], [14.83, -15.15, -11.33], [14.92, -14.79, -12.81], [16.51, -15.74, -10.01], [15.97, -17.02, -11.13], [14.84, -14.22, -10.74], [13.92, -15.68, -11.06], [14.54, -13.79, -12.99], [14.54, -15.51, -13.54], [16.32, -12.59, -7.10], [15.44, -13.55, -6.24], [16.04, -13.47, -4.95], [16.90, -12.12, -4.78], [18.00, -12.30, -3.87], [15.97, -11.06, -4.55], [17.41, -12.18, -6.28], [15.84, -11.66, -7.41], [16.66, -13.12, -7.98], [15.44, -14.52, -6.72], [14.44, -13.14, -6.15], [19.20, -6.21, -11.65], [20.00, -5.95, -10.37], [19.20, -6.29, -9.25], [17.66, -6.57, -9.70], [16.76, -5.64, -9.08], [17.41, -7.97, -9.60], [17.85, -6.14, -11.23], [19.42, -7.15, -12.16], [19.44, -5.46, -12.41], [20.32, -4.91, -10.27], [20.90, -6.56, -10.38]],
  "mulliken_charge": [-0.914, 0.916, -0.478, -0.501, 0.335, 0.312, 0.339, -0.332, 1.041, -0.546, -0.602, 0.318, 0.274, -0.169, -0.559, 0.977, -0.506, -0.602, -0.121, 0.415, 0.359, -0.223, 1.026, -0.430, -0.601, 0.328, -0.399, 0.267, -0.612, 0.427, -0.188, 0.215, -0.768, -0.463, 0.111, -0.004, 0.285, 0.407, 0.358, 0.207, -0.596, 0.668, -0.406, -0.589, -0.290, -0.220, 0.402, 0.315, 0.507, -0.167, 0.291, 0.130, -0.616, 0.601, -0.391, -0.481, -0.381, 0.337, 0.314, 0.253, -0.016, 0.443, -0.350, 0.317, -0.255, -0.020, -0.366, 1.108, -0.561, -0.494, -0.369, 0.203, 0.310, 0.328, 0.121, -0.050, -0.309, -0.328, 1.139, -0.589, -0.461, -0.287, 0.007, 0.334, 0.269, 0.299]
}